#one
Computed, not measured: a 2-piece molecular cluster, C5H13N2O overall, with wB97M-V/def2-TZVPD.

Element x y z (Å)
H: 0.789 1.243 0.159
H: -2.952 0.925 -0.679
C: -2.096 0.058 1.115
N: 1.665 1.427 0.639
C: -0.821 -1.647 -0.771
H: -0.495 0.322 -1.909
O: -1.139 -2.345 0.451
N: 3.934 1.044 0.367
H: -2.533 0.671 1.928
C: -1.230 -0.320 -1.349
H: 4.613 0.359 0.012
H: 4.261 1.658 1.111
H: -0.472 -3.081 0.369
H: -2.641 -0.861 0.872
H: -1.125 -0.168 1.567
C: -1.954 0.699 -0.225
H: 0.203 -1.960 -0.777
H: -1.290 1.602 -0.178
H: 2.658 0.019 -0.719
C: 2.620 0.799 0.077
H: -1.994 -0.446 -2.060

Summary:
**Highest occupied orbital energy**: -12.3 eV
**LUMO**: -7.20 eV
**Total charge**: +1
**HOMO-LUMO gap**: 5.1 eV
**Multiplicity**: 1

---

#two
Computed, not measured: an isolated ion of composition C5H13N2O and charge +1, with wB97M-V/def2-TZVPD.

Element x y z (Å)
H: -2.314 0.784 0.886
H: 1.991 -1.386 0.388
H: -0.431 -2.575 0.624
H: 2.002 0.107 1.876
N: 0.515 -0.952 -1.324
H: -2.385 -0.139 -0.588
H: -0.625 0.883 -2.134
C: 0.090 0.501 -1.446
C: 1.054 0.703 1.816
H: 0.574 0.904 2.826
N: 0.159 0.002 0.889
H: -0.410 -1.491 -1.648
O: 0.506 -2.529 0.505
C: -2.031 0.718 -0.134
C: 0.976 -1.335 0.146
H: -0.227 1.830 0.286
H: 0.994 1.131 -1.651
H: -2.483 1.543 -0.633
C: -0.467 0.814 -0.065
H: 1.195 -1.175 -1.981
H: 1.316 1.661 1.363

Summary:
**Highest occupied orbital energy**: -13.1 eV
**LUMO**: -3.49 eV
**Total charge**: +1
**SMILES string**: C[C@@H]1C[NH2+][C@H](O)N1C
**HOMO-LUMO gap**: 9.6 eV
**Multiplicity**: 1

---

#three
Computed, not measured: a 2-piece molecular cluster, C5H13N2O overall, with wB97M-V/def2-TZVPD.

Element x y z (Å)
H: -3.830 -0.268 0.111
H: 4.116 0.491 0.007
N: -3.211 -1.001 -0.075
H: -1.652 -0.831 1.334
H: -1.577 1.349 -1.248
N: 5.084 0.872 0.129
H: 5.476 1.345 -0.670
H: 2.336 0.235 0.129
H: -0.532 1.147 0.257
C: -0.833 -1.347 -0.538
C: -1.790 -0.528 0.227
O: -2.540 1.598 0.700
H: 5.181 1.452 0.973
H: -1.087 -2.324 -0.542
C: 1.177 -0.010 -0.003
C: -1.553 0.922 -0.039
H: -3.451 -1.239 -1.006
C: 0.586 -1.201 0.174
H: 1.105 -2.090 0.420
H: -0.736 -0.965 -1.575
H: -2.269 2.392 1.236

Summary:
**Highest occupied orbital energy**: -13.1 eV
**LUMO**: -8.63 eV
**Total charge**: +1
**HOMO-LUMO gap**: 4.5 eV
**Multiplicity**: 1

---

Which is most stable, and by how much? #two, by 50.4 kcal/mol.